# 1
DFT (the ωB97M-V functional and the def2-TZVPD basis) results for a structure of composition C26H32Cl2NO2Si2V at a distorted geometry.

Values from the calculation:
Spin multiplicity: 1
Charge: +2
LUMO (spin up / spin down) in eV: -9.4 / -9.3
HOMO (spin up / spin down) in Ha: -0.4911 / -0.4909

Element x y z (Å)
V: 8.49628 12.88861 9.97471
C: 7.16891 16.52265 7.95993
Si: 7.88367 14.73431 8.03959
C: 8.60837 14.39987 6.35938
C: 6.34930 13.64425 8.40619
C: 9.31886 14.65248 9.28186
C: 10.40711 13.60381 8.98502
C: 11.53396 13.63670 8.14934
C: 12.58054 12.76737 8.44052
C: 12.49549 11.74353 9.39061
C: 11.36952 11.62931 10.18647
N: 10.42860 12.58199 10.00802
Si: 9.33810 15.92242 10.80728
C: 9.81928 17.52645 9.97972
C: 7.58860 16.14453 11.57508
C: 10.65054 15.40177 12.09609
H: 6.41910 16.78320 8.70883
H: 6.70394 16.67692 6.89932
H: 7.98852 17.26222 7.99439
H: 7.77166 14.16377 5.66438
H: 9.32614 13.57627 6.47763
H: 9.23203 15.15955 5.90636
H: 5.91139 13.34150 7.48881
H: 5.55917 14.22678 8.99388
H: 6.52031 12.79357 9.09823
H: 11.72658 14.46388 7.36493
H: 13.52782 13.02208 8.01485
H: 13.27610 10.96288 9.41510
H: 11.12043 10.89537 10.93051
H: 8.89893 18.09567 9.69637
H: 10.57642 17.37899 9.17383
H: 10.28867 18.23544 10.75447
H: 7.50848 16.93040 12.38428
H: 7.17300 15.24196 12.00281
H: 6.95268 16.52551 10.79640
H: 11.63711 15.56776 11.63284
H: 10.59675 14.31646 12.28991
H: 10.43223 15.91907 13.01436
Cl: 10.35704 13.60693 17.07325
C: 9.59961 13.36703 15.54397
C: 8.34604 14.02689 15.20825
C: 7.72596 13.77117 13.99987
C: 8.26377 12.74251 13.11295
C: 7.61284 12.66467 11.78344
C: 9.35415 12.00985 13.55402
C: 10.06079 12.32586 14.73197
H: 7.82760 14.65154 15.91661
H: 6.76982 14.19125 13.69745
H: 6.82455 13.38681 11.67829
H: 7.27094 11.57936 11.40851
H: 9.73476 11.20080 12.92235
H: 10.85942 11.69074 15.11349
Cl: 6.67325 4.99929 6.52802
C: 7.31916 6.52051 7.20569
C: 8.34817 6.39376 8.13710
C: 8.66540 7.47769 8.91500
C: 8.05521 8.75003 8.67751
C: 7.07696 8.88477 7.60607
C: 6.67129 7.72946 6.96231
C: 8.44840 9.92396 9.51143
O: 9.06282 9.72438 10.63566
O: 8.01619 11.07326 9.02370
H: 8.80316 5.39990 8.24592
H: 9.51252 7.42610 9.65961
H: 6.65546 9.83262 7.42319
H: 5.99652 7.72893 6.07004

From a Mulliken analysis of the wavefunction, the atomic charges in e read: -0.693 -1.126 0.632 -1.284 -0.788 0.941 0.109 -0.264 -0.462 -0.995 -0.056 0.315 0.388 -1.125 -0.843 -0.805 0.428 0.362 0.308 0.393 0.372 0.350 0.557 0.323 0.213 0.418 0.488 0.435 0.497 0.355 0.350 0.377 0.400 0.049 0.339 0.354 0.067 0.402 -0.125 0.343 -0.976 -0.510 -0.244 -0.523 0.197 -0.817 0.467 0.553 1.050 0.502 0.475 0.443 -0.169 0.440 -0.594 -0.298 0.392 -0.478 -0.714 0.415 -0.604 -0.511 0.392 0.329 0.474 0.307

***

# 2
DFT (the ωB97M-V functional and the def2-TZVPD basis) results for a structure of composition C32H80CdO17S13 at a distorted geometry.

Values from the calculation:
Spin multiplicity: 1
LUMO in eV: -5.1
HOMO in Ha: -0.2663

Element x y z (Å)
Cd: 2.57566 -5.37918 3.31110
C: -0.69944 0.08186 0.96404
C: 0.39701 -0.61961 1.52421
C: 1.84616 -0.35987 0.98876
O: 2.61159 -1.25687 1.29483
C: 2.04464 0.89694 0.31275
C: 1.00144 1.73874 0.09076
C: -0.42700 1.27845 0.33217
O: -1.46399 1.88196 -0.08612
O: 1.32478 2.93026 -0.37944
O: 0.25538 -1.52754 2.36022
H: -1.70664 -0.21908 1.21185
H: 3.01004 1.25789 -0.00992
C: -3.08602 -8.90096 -1.10788
S: -1.97486 -7.43621 -0.71659
O: -0.69388 -7.81036 0.01261
C: -1.41941 -7.36777 -2.47130
H: -2.60967 -9.81954 -1.45054
H: -3.73413 -8.73314 -1.96805
H: -3.64961 -9.14692 -0.20790
H: -0.93229 -8.29937 -2.75929
H: -0.65160 -6.59417 -2.46036
H: -2.22913 -7.12359 -3.15892
C: 5.47602 -2.22360 -4.72565
S: 7.13202 -2.85495 -5.10290
O: 7.66997 -1.80534 -6.11528
C: 7.78955 -2.22586 -3.51475
H: 5.63345 -1.14553 -4.69296
H: 5.13709 -2.49241 -3.72518
H: 4.73771 -2.34815 -5.51780
H: 8.00678 -1.15899 -3.56674
H: 8.70638 -2.73565 -3.21868
H: 7.13401 -2.49771 -2.68742
C: -8.30480 4.36412 -5.18933
S: -9.94867 3.51179 -5.49696
O: -9.67212 2.03270 -5.80458
C: -10.42388 3.45328 -3.78206
H: -7.79419 4.52735 -6.13839
H: -7.74834 3.68570 -4.54264
H: -8.47583 5.34125 -4.73760
H: -11.44310 3.07740 -3.69275
H: -10.48171 4.44676 -3.33736
H: -9.70533 2.85383 -3.22310
C: 6.36638 4.37305 -7.87938
S: 7.87269 4.73084 -8.96062
O: 8.40845 3.37517 -9.45697
C: 7.05705 5.60609 -10.38566
H: 6.69423 4.01470 -6.90357
H: 5.78403 3.58012 -8.34867
H: 5.66755 5.20475 -7.78985
H: 7.13123 6.63661 -10.03836
H: 6.01017 5.32588 -10.50239
H: 7.62655 5.41006 -11.29414
C: 4.07975 -4.74559 10.59459
S: 3.48506 -3.35816 9.53139
O: 3.41790 -3.86888 8.09891
C: 1.76879 -3.24827 10.10960
H: 3.69949 -4.51697 11.59020
H: 5.16873 -4.78270 10.56518
H: 3.80489 -5.75479 10.28789
H: 1.29673 -2.56919 9.39960
H: 1.64162 -2.81675 11.10244
H: 1.30059 -4.21925 9.94813
C: -8.69189 10.90224 1.43998
S: -8.60672 9.29187 0.57983
O: -9.33115 9.46667 -0.72897
C: -6.77463 9.17333 0.25435
H: -8.09171 11.56292 0.81434
H: -8.12854 10.87535 2.37271
H: -9.69841 11.31549 1.37484
H: -6.51390 8.27457 -0.30453
H: -6.27380 9.02792 1.21150
H: -6.35650 10.07542 -0.19229
C: 0.91046 -10.87682 7.65338
S: -0.26222 -9.46955 7.33336
O: 0.45768 -8.63451 6.26180
C: -1.46708 -10.54551 6.42950
H: 1.78188 -10.54721 8.21914
H: 1.23735 -11.27802 6.69406
H: 0.33194 -11.67927 8.11105
H: -1.98862 -11.26373 7.06215
H: -0.86905 -11.12131 5.72316
H: -2.21207 -9.97692 5.87290
C: -7.78798 3.16946 3.44361
S: -7.88539 3.57980 5.24646
O: -8.54938 2.32447 5.85898
C: -6.02413 3.40386 5.55029
H: -8.79705 3.13545 3.03283
H: -7.42420 2.15194 3.30075
H: -7.20547 3.86835 2.84334
H: -5.83876 3.93604 6.48331
H: -5.36128 3.84572 4.80631
H: -5.77668 2.34347 5.59968
C: 3.80510 11.87473 -2.02851
S: 4.42015 13.21338 -0.88123
O: 5.92735 13.44417 -1.17507
C: 3.61238 14.58902 -1.83276
H: 4.11544 10.86658 -1.75388
H: 4.00301 12.12867 -3.06987
H: 2.73571 11.89546 -1.81858
H: 3.99258 15.57655 -1.57138
H: 2.52960 14.54033 -1.71742
H: 3.89006 14.34762 -2.85879
C: -7.41248 -3.98307 4.32193
S: -7.43618 -5.52375 5.34084
O: -8.14491 -5.24545 6.68098
C: -8.63431 -6.53109 4.29926
H: -7.11356 -4.22629 3.30232
H: -6.74748 -3.24903 4.77695
H: -8.35084 -3.44803 4.17598
H: -8.45184 -7.54988 4.64115
H: -8.42992 -6.43762 3.23268
H: -9.71467 -6.41389 4.38404
C: 5.73199 -10.50527 -0.58438
S: 6.14700 -8.84423 -1.30315
O: 5.46542 -7.87657 -0.32495
C: 7.99167 -8.92343 -1.06705
H: 6.09654 -10.38463 0.43573
H: 6.18481 -11.31345 -1.15875
H: 4.66733 -10.71949 -0.49092
H: 8.10601 -8.88741 0.01634
H: 8.55718 -8.08162 -1.46663
H: 8.28857 -9.90497 -1.43652
C: -1.99717 -0.37508 -6.15007
S: -1.96749 -1.02598 -7.91356
O: -2.44502 -2.44915 -7.85884
C: -3.25533 0.04523 -8.57328
H: -3.03368 -0.40793 -5.81444
H: -1.80059 0.69669 -6.12198
H: -1.37171 -0.98319 -5.49653
H: -3.59666 -0.35301 -9.52878
H: -2.82837 1.03398 -8.74114
H: -4.11099 -0.01463 -7.90072
C: 8.12270 5.92711 2.17230
S: 9.85719 5.47809 1.73158
O: 10.67631 5.22437 3.01515
C: 9.59706 3.95440 0.78317
H: 7.60996 6.38263 1.32513
H: 7.98769 6.61537 3.00667
H: 7.67877 4.97253 2.45482
H: 9.14792 4.14998 -0.19055
H: 9.00392 3.17492 1.26139
H: 10.59511 3.54017 0.64033

Mulliken population analysis, charges in e, atoms 1 to 99: 0.095 -0.199 0.452 0.348 -0.475 -0.310 0.341 0.388 -0.542 -0.568 -0.487 0.479 0.485 -0.952 0.498 -0.575 -0.945 0.344 0.348 0.294 0.307 0.312 0.366 -0.901 0.480 -0.611 -0.883 0.312 0.332 0.327 0.312 0.322 0.309 -0.872 0.488 -0.614 -0.877 0.309 0.283 0.330 0.308 0.346 0.298 -0.904 0.472 -0.599 -0.844 0.305 0.315 0.339 0.312 0.286 0.318 -0.855 0.485 -0.595 -0.899 0.303 0.306 0.298 0.314 0.359 0.285 -0.910 0.495 -0.607 -0.898 0.286 0.353 0.329 0.306 0.338 0.308 -0.907 0.473 -0.579 -0.900 0.306 0.313 0.338 0.352 0.285 0.314 -0.907 0.487 -0.604 -0.865 0.319 0.303 0.344 0.298 0.326 0.299 -0.869 0.466 -0.605 -0.857 0.323 0.292

***

# 3
DFT (the ωB97M-V functional and the def2-TZVPD basis) results for a cluster of 2 separate species, C14H16O in total at a distorted geometry.

Values from the calculation:
Spin multiplicity: 1
SMILES: Cc1ccc(O)cc1.Cc1ccccc1
Energy above the lowest of the compared OMol25 structures with the same formula, charge and spin in kcal per mole: 31.2
LUMO in eV: 0.8
HOMO in Ha: -0.3245

Element x y z (Å)
C: 2.52314 2.18714 1.48770
C: 2.07957 0.75891 1.20496
C: 2.59013 -0.04012 0.16925
C: 2.09936 -1.34945 0.03696
C: 1.29559 -1.88219 1.04087
O: 1.09900 -3.26425 0.97679
C: 0.66263 -1.08608 1.94604
C: 1.04920 0.25875 1.98492
H: 2.31471 2.74234 0.57263
H: 3.56411 2.35980 1.77104
H: 2.01667 2.54098 2.38943
H: 3.19908 0.56175 -0.49608
H: 2.25725 -1.84055 -0.91717
H: 0.21524 -3.43367 0.65380
H: -0.09633 -1.43807 2.63392
H: 0.56075 0.96870 2.64417
C: -0.28544 0.86885 -2.52574
C: -1.29210 0.36113 -1.55632
C: -1.21598 0.63974 -0.21224
C: -2.26530 0.12310 0.58556
C: -3.32845 -0.56565 0.06845
C: -3.46219 -0.73627 -1.32240
C: -2.37793 -0.38011 -2.09472
H: -0.30138 1.93763 -2.81570
H: -0.33082 0.44038 -3.53614
H: 0.76952 0.65303 -2.36697
H: -0.37771 1.12290 0.25856
H: -2.17243 0.09927 1.67244
H: -4.07115 -1.06659 0.66810
H: -4.40823 -0.99590 -1.76402
H: -2.31051 -0.54553 -3.15809

From a Mulliken analysis of the wavefunction, the atomic charges in e read: -1.445 0.806 -0.660 -0.230 0.165 -0.576 -0.306 -0.641 0.311 0.382 0.360 0.418 0.412 0.329 0.438 0.250 -1.489 0.886 -0.219 -0.443 -0.606 -0.559 -0.507 0.336 0.353 0.211 0.543 0.379 0.383 0.387 0.333

***

# 4
DFT (the ωB97M-V functional and the def2-TZVPD basis) results for an isolated molecule of C5H12N2 at a distorted geometry.

Values from the calculation:
Spin multiplicity: 1
SMILES: CC(C)[C@H]1NN1C
Energy above the lowest of the compared OMol25 structures with the same formula, charge and spin in kcal per mole: 60.9
LUMO in eV: 1.1
HOMO in Ha: -0.3168

Element x y z (Å)
C: -1.11907 1.08470 1.66782
C: -0.77411 0.74663 0.21919
C: -0.19329 1.96358 -0.50538
C: 0.20642 -0.38201 0.15802
N: -0.47071 -1.93594 0.22802
N: 0.13303 -1.31568 -0.91548
C: 1.35659 -1.89772 -1.41040
H: -1.55088 0.21515 2.16060
H: -1.84375 1.89845 1.70073
H: -0.22664 1.39436 2.21413
H: -1.67592 0.41843 -0.30456
H: 0.70575 2.31619 -0.00445
H: -0.92324 2.76900 -0.51082
H: 0.05318 1.70991 -1.53379
H: 1.11274 -0.32804 0.75718
H: 0.21002 -2.51434 0.73918
H: 1.83806 -1.17687 -2.07154
H: 2.06101 -2.17511 -0.60711
H: 1.10082 -2.79070 -1.98132

From a Mulliken analysis of the wavefunction, the atomic charges in e read: -1.525 0.637 -1.516 -0.072 -0.681 -0.037 -0.860 0.389 0.397 0.341 0.195 0.346 0.402 0.373 0.423 0.260 0.322 0.341 0.265

***

# 5
DFT (the ωB97M-V functional and the def2-TZVPD basis) results for a structure of composition C20H32BBr16O8 at a distorted geometry.

Values from the calculation:
Spin multiplicity: 1
Charge: -1
Energy above the lowest of the compared OMol25 structures with the same formula, charge and spin in kcal per mole: 109.9
LUMO in eV: 1.6
HOMO in Ha: -0.2646

Element x y z (Å)
O: 18.76932 -0.30110 -5.57778
C: 19.56871 0.52664 -5.22573
O: 19.28277 1.57033 -4.51071
B: 20.44952 2.41523 -4.31616
O: 21.57160 1.67075 -4.98186
C: 21.04828 0.60742 -5.63017
O: 21.60572 -0.11525 -6.39294
O: 20.73829 2.67255 -2.89845
C: 20.56592 3.94319 -2.62722
O: 20.67962 4.45310 -1.55221
C: 20.28464 4.65541 -3.93373
O: 20.20484 3.73171 -4.90075
O: 19.98567 5.79701 -4.08432
Br: 24.12326 2.69107 -1.54884
C: 22.95631 2.47385 0.02584
C: 23.85457 2.25313 1.22493
Br: 22.76935 1.52824 2.71157
H: 22.20595 1.73553 -0.22936
H: 22.41785 3.41624 0.12337
H: 24.51024 3.04647 1.56655
H: 24.56402 1.47893 0.92208
Br: 18.87742 -0.35129 -8.87173
C: 20.58109 -1.05374 -9.52104
C: 20.24149 -2.20509 -10.47911
Br: 21.78398 -3.23476 -11.07542
H: 21.18151 -1.43400 -8.70119
H: 21.09482 -0.29548 -10.10458
H: 19.71269 -1.83350 -11.35323
H: 19.54449 -2.87742 -9.98284
Br: 23.78556 0.85836 -7.50901
C: 22.00022 1.68563 -7.35457
C: 21.49985 2.48631 -8.56345
Br: 22.90105 3.58963 -9.38859
H: 21.99624 2.34027 -6.48607
H: 21.34593 0.84663 -7.13638
H: 20.68568 3.11377 -8.21447
H: 21.16874 1.80705 -9.34283
Br: 16.04487 4.13836 -3.90083
C: 16.14095 2.56573 -5.08427
C: 16.23391 2.91175 -6.53344
Br: 17.89120 3.88004 -6.93826
H: 15.25684 1.97121 -4.85414
H: 16.98584 1.95187 -4.78751
H: 15.38213 3.43581 -6.95921
H: 16.31730 1.99040 -7.11312
Br: 27.60733 2.54892 -4.08118
C: 25.79450 2.07183 -4.66005
C: 24.87462 3.24734 -4.73863
Br: 25.43236 4.50929 -6.17808
H: 25.49131 1.24594 -4.02340
H: 25.88758 1.67931 -5.67188
H: 24.85996 3.92741 -3.89165
H: 23.85509 2.86641 -4.83599
Br: 21.12216 -0.71926 -2.14904
C: 19.86511 0.17576 -0.96577
C: 19.93034 -0.28951 0.48270
Br: 18.53593 0.73043 1.45717
H: 18.85302 -0.05445 -1.29110
H: 19.96366 1.25954 -0.97122
H: 20.90305 -0.25096 0.96822
H: 19.65401 -1.34239 0.54698
Br: 19.34225 -3.50272 -6.44576
C: 20.67285 -4.25729 -5.17403
C: 21.81131 -3.26011 -5.07376
Br: 23.44910 -3.97819 -4.22004
H: 20.89513 -5.22402 -5.60925
H: 20.18586 -4.37389 -4.21047
H: 21.46938 -2.42636 -4.46766
H: 22.03230 -2.87934 -6.06636
Br: 15.89693 -4.51768 -6.15992
C: 16.14476 -2.85902 -5.18024
C: 14.85003 -2.17422 -4.83873
Br: 13.51245 -3.33727 -3.95855
H: 16.86317 -2.21832 -5.69509
H: 16.76149 -3.20793 -4.35176
H: 14.36396 -1.79794 -5.73560
H: 14.98287 -1.31644 -4.18362

From a Mulliken analysis of the wavefunction, the atomic charges in e read: -0.432 -0.146 -0.486 1.272 0.114 0.874 -0.331 -0.354 0.537 -0.650 0.137 -0.687 -0.619 -0.113 -0.112 -0.554 -0.221 -0.169 0.404 0.440 0.356 -0.109 -0.269 -0.796 -0.196 0.099 0.420 0.442 0.391 -0.157 1.130 -0.335 -0.208 0.080 -1.191 0.250 0.205 -0.168 -0.065 -0.530 -0.089 0.453 -0.197 0.429 0.233 -0.191 -0.605 -0.348 -0.129 0.381 0.418 0.483 -0.107 -0.109 -0.664 -0.587 -0.178 0.626 0.198 0.340 0.456 -0.110 -0.504 -0.246 -0.170 0.458 0.349 -0.126 0.278 -0.126 -0.171 -0.553 -0.178 -0.082 0.374 0.405 0.333

***

no.,molar mass (g mol⁻¹)
1,568.6
2,1266.3
3,200.3
4,100.2
5,1689.7